Entry 1:
A molecular structure, C3H5Cl3. Source: the Open Molecules 2025 dataset; level of theory: ωB97M-V/def2-TZVPD.

XYZ file:
```
11
Properties=species:S:1:pos:R:3:forces:R:3
Cl 1.8757 -1.3042 0.7888 0.9 -0.3 -0.7
Cl -2.2410 0.1905 0.1444 0.4 0.3 -0.3
Cl -0.6408 -1.2408 -1.8732 0.2 1.1 1.3
C -0.5901 -0.0781 -0.4292 2.5 -2.3 2.6
C 0.2669 1.2037 -0.7034 -2.1 0.1 1.4
C 0.1923 -0.9981 1.0491 -2.0 0.0 -1.8
H -0.4993 1.8799 -1.1273 0.9 0.0 -0.3
H 0.2424 -0.3830 1.9518 -1.0 0.3 -0.4
H 1.1459 1.0454 -1.3052 -0.1 -0.3 -0.4
H 0.5894 1.6838 0.2630 -0.4 -0.7 -0.8
H -0.3415 -1.9991 1.2412 0.6 1.8 -0.6
```
Forces are in eV/Å.

LUMO   0.704 eV
E_HOMO   -10.064 eV
HOMO-LUMO gap   10.77 eV
Electronic energy   -40758.264 eV

***

Entry 2:
4 unconnected molecules or ions with the total composition C3H5Cl4NOS. Source: the Open Molecules 2025 dataset; level of theory: ωB97M-V/def2-TZVPD.

XYZ file:
```
15
Properties=species:S:1:pos:R:3:forces:R:3
Cl 0.6406 -3.7621 0.2641 1.2 -2.2 -1.2
Cl 0.8206 -0.8838 -1.6929 0.6 1.1 -0.6
Cl -2.6178 -1.2855 -0.7849 -0.6 -0.3 -0.8
Cl -3.3277 0.9182 0.8881 -1.0 0.9 -0.1
S -1.3149 -0.9268 1.7438 -0.1 0.0 0.2
O -1.1800 1.7391 -1.4808 -0.5 -0.7 -0.6
N 0.5085 1.9802 0.1081 0.5 -0.4 1.1
C 1.8263 1.5686 0.3839 3.8 1.2 -1.2
C -2.4298 -0.4633 0.6702 1.6 -0.6 0.8
C -0.2859 1.6950 -0.7380 -0.6 1.5 0.0
H 2.2496 1.5647 1.4114 -1.0 1.2 -0.3
H 0.0867 -2.8302 0.8169 -1.3 2.1 1.3
H 2.0400 0.5612 0.1660 -0.4 -1.5 -0.8
H 2.6054 2.1329 -0.3605 -1.7 -0.9 2.0
H 0.3784 -2.0083 -1.3954 -0.4 -1.2 0.3
```
Forces are in eV/Å.

LUMO   -1.144 eV
E_HOMO   -9.803 eV
SMILES   S=C(Cl)Cl.CN=C=O.Cl.Cl
HOMO-LUMO gap   8.66 eV
Electronic energy   -67653.413 eV

***

Entry 3:
2 unconnected molecules or ions with the total composition C3H5ClFN3. Source: the Open Molecules 2025 dataset; level of theory: ωB97M-V/def2-TZVPD.

XYZ file:
```
13
Properties=species:S:1:pos:R:3:forces:R:3
Cl 0.7344 3.0695 1.8722 0.1 -1.4 -0.3
F 2.3868 -1.1256 2.4865 -0.6 -0.1 -0.6
N 0.1741 -0.4739 0.0463 0.0 -0.7 0.1
N 0.3053 -1.8191 -0.1848 0.1 0.1 0.1
N 1.4583 -1.0984 1.4783 1.2 -1.3 0.4
C 0.9065 0.0191 1.0414 -0.4 0.3 0.3
C 1.1394 -2.2249 0.7191 0.0 2.0 0.0
C -0.7145 0.3236 -0.7773 -0.6 -2.7 -0.9
H 1.6761 -3.1361 0.7162 0.0 -0.8 0.4
H -0.4138 -0.0098 -1.8547 -0.9 1.3 1.7
H -1.8128 -0.0967 -0.5407 2.3 1.8 -0.6
H -0.3596 1.3002 -0.4443 -1.2 0.5 -0.8
H 0.8635 1.6591 1.5709 -0.1 1.1 0.2
```
Forces are in eV/Å.

LUMO   0.712 eV
E_HOMO   -10.238 eV
HOMO-LUMO gap   10.95 eV
Electronic energy   -22898.230 eV